C36H50BrN3OP2Pb as an isolated structure in a non-equilibrium geometry, computed with ωB97M-V with the def2-TZVPD basis set.

Properties
Charge: +2
Spin multiplicity: 1
LUMO level (spin up / spin down), hartree: -0.321 / -0.334
Relative energy (zero: lowest compared OMol25 entry of this formula, charge and spin), kJ/mol: 18.4

```
94
Properties=species:S:1:pos:R:3:forces:R:3
Pb 0.4878 1.1567 -0.8126 1.565 -1.120 1.520
Br 1.0787 0.6249 2.0316 -0.344 0.407 -0.615
P -1.7328 1.2916 1.4612 -1.410 -0.498 2.631
P -0.4648 4.9378 -2.1114 -0.076 0.872 -0.191
O 1.2315 -1.2762 -0.5643 -0.429 0.978 -0.827
N 2.4594 -2.4936 0.9573 -0.805 1.077 -1.007
N -7.3891 -2.5128 -8.4075 -0.032 0.011 0.043
N 2.2919 -3.5733 1.7348 0.126 -0.996 0.696
C 2.3549 4.8709 -2.3179 0.370 0.030 -0.100
C -1.5180 2.1915 3.0893 0.870 0.415 -0.388
C -7.2086 -1.2657 -7.9629 0.405 -0.275 0.483
C -2.4178 4.8729 -4.1779 -0.107 -0.006 -0.131
C 6.2954 -0.9752 1.1027 -0.032 0.005 0.081
C -6.3882 -0.9696 -6.8673 -0.102 0.039 -0.128
C 4.1253 -1.1887 2.1077 -0.188 0.186 -0.438
C 1.0621 -4.0802 1.5443 0.493 0.269 0.081
C -2.4619 0.0243 -3.6920 0.308 0.293 0.147
C -3.0264 -0.5713 3.2801 -0.256 0.071 0.260
C -1.8174 5.8917 0.1565 -0.059 0.126 0.370
C 0.6305 -5.2882 2.2762 -0.571 -0.495 0.190
C -4.8711 -1.7570 -5.0729 0.251 -0.145 0.559
C 3.4073 -4.1531 2.4629 0.293 -0.394 0.325
C -2.6386 3.0103 3.7122 -0.415 0.070 -0.026
C 5.8582 -1.6556 -0.0444 0.019 0.520 0.007
C -5.9336 -3.3114 -6.6770 -0.164 -0.127 -0.058
C -6.7708 -3.5162 -7.7798 0.295 0.467 0.422
C -3.2858 1.9682 0.7043 0.431 0.553 -1.035
C -5.7349 -2.0118 -6.1955 -0.210 -0.094 -0.360
C -1.5083 3.9903 -3.3042 0.061 -0.265 -0.241
C -4.1428 -1.5907 -4.1084 -1.215 -0.204 -1.604
C -2.8355 -1.7474 -2.0383 0.547 0.262 0.486
C 1.1294 4.0096 -1.9686 0.204 -0.105 0.025
C -1.1517 -0.0857 -1.7029 -0.922 -0.091 -1.056
C 1.3161 -2.2526 0.2267 0.259 -0.648 1.007
C -1.3361 4.5984 -0.5174 -0.329 -0.113 0.039
C 5.4135 -0.6763 2.1526 0.185 -0.095 -0.151
C -1.3831 0.4906 -2.9578 -0.093 -0.119 -0.397
C 3.7018 -1.8166 0.9383 0.307 0.067 0.113
C -4.5805 1.1653 0.7107 -0.252 -0.354 0.145
C 0.4080 -3.2839 0.6310 0.180 0.579 -0.364
C -3.1472 -1.1187 -3.2476 -0.186 0.211 0.074
C -2.2055 -0.4175 2.0071 0.653 -0.300 -0.789
C -1.7862 -1.2362 -1.2714 -0.406 -0.819 0.031
C 4.5120 -1.9723 -0.1815 0.110 -0.277 0.388
H 1.1057 3.1332 -2.6450 0.091 0.135 0.277
H -3.3021 -1.6290 3.3790 0.078 0.221 -0.007
H -0.4536 -5.3806 2.1620 0.193 -0.124 0.097
H -5.4505 -4.1533 -6.1970 -0.031 0.034 -0.028
H 1.2375 3.6864 -0.9120 -0.038 0.101 -0.394
H -6.9386 -4.5305 -8.1478 0.000 0.353 0.002
H -0.6718 2.8664 2.8866 -0.145 -0.177 0.254
H -1.2448 -0.9492 2.0935 -0.388 -0.019 0.006
H 3.0198 -5.0273 2.9907 0.159 0.178 -0.129
H -0.5941 -3.4020 0.2656 -0.011 -0.231 0.028
H -3.5399 2.4279 3.9423 0.199 0.102 -0.147
H 3.4269 -1.1064 2.9443 0.288 0.071 -0.220
H -3.9609 -0.0006 3.2531 0.252 -0.106 0.062
H -3.3298 5.1793 -3.6460 0.313 -0.042 -0.081
H -2.2666 3.4135 4.6643 -0.086 -0.105 -0.256
H 4.0823 -2.4060 -1.0858 0.303 -0.062 0.276
H -0.6831 4.0261 0.1610 -0.094 0.056 0.007
H 6.5543 -1.9255 -0.8395 -0.145 0.294 0.223
H -6.2645 0.0557 -6.5384 -0.039 -0.068 -0.040
H 1.0882 -6.2103 1.8868 -0.077 0.336 0.052
H -2.9947 2.1356 -0.3457 -0.317 0.126 0.222
H -1.0289 6.3415 0.7795 -0.253 -0.097 -0.290
H -2.6819 5.6856 0.8046 0.242 0.116 -0.088
H -1.9024 5.7809 -4.5179 -0.093 -0.269 0.110
H -2.8039 0.5225 -4.6056 0.337 -0.244 0.323
H -5.3431 1.7626 0.1916 0.211 -0.132 0.130
H -2.7483 -0.8618 1.1631 0.120 0.074 0.201
H 0.8577 -5.2209 3.3489 -0.095 0.010 -0.305
H -0.7705 1.2910 -3.3885 -0.272 -0.168 0.337
H -7.7348 -0.4628 -8.4850 0.162 -0.311 0.106
H -0.8216 3.4304 -3.9565 -0.114 0.126 0.054
H 4.2209 -4.4752 1.7930 -0.388 0.169 0.110
H -4.9569 0.9679 1.7215 0.116 0.042 -0.306
H 5.7070 -0.0724 3.0143 0.178 -0.355 -0.304
H 2.2560 5.8969 -1.9388 -0.064 -0.315 -0.079
H -2.7295 4.3091 -5.0699 0.019 0.205 0.268
H -4.4965 0.2158 0.1661 0.025 0.202 0.186
H -2.9145 3.8707 3.0922 -0.014 -0.173 0.119
H 3.8215 -3.4548 3.2012 -0.225 -0.208 -0.252
H 2.5190 4.9239 -3.4036 -0.175 0.048 0.314
H -3.4092 -2.6214 -1.7285 0.263 0.222 -0.019
H -3.4607 2.9568 1.1521 0.266 -0.215 -0.132
H -2.1240 3.2625 -2.7587 0.115 -0.054 -0.152
H -2.2126 3.9740 -0.7489 0.291 0.187 0.058
H -1.1467 1.4505 3.8101 0.007 0.064 -0.390
H -2.1298 6.6413 -0.5854 0.098 -0.278 0.215
H -1.4793 -1.7511 -0.3638 -0.052 0.282 -0.266
H 3.2634 4.4402 -1.8758 -0.198 0.079 -0.143
H 7.3404 -0.6771 1.1820 -0.270 -0.056 -0.042
H -2.4730 -0.2961 4.1825 -0.070 0.007 -0.184
```
Forces are in eV/Å.

C36H50N8O10P2RbS as an isolated structure, computed with ωB97M-V with the def2-TZVPD basis set.

Properties
Charge: -1
Spin multiplicity: 1
LUMO level, hartree: 0.071
Relative energy (zero: lowest compared OMol25 entry of this formula, charge and spin), kJ/mol: 46.2

```
108
Properties=species:S:1:pos:R:3:forces:R:3
Rb 0.3326 -0.4702 0.1516 -0.202 0.547 0.003
S -3.6400 -2.2811 3.3414 -0.147 0.014 0.177
P 1.7892 -1.7176 3.4377 -0.242 -0.027 -0.152
P 2.6758 -2.9540 0.7449 -0.238 -0.194 0.094
O 1.9284 -3.8164 -0.3274 0.020 0.103 -0.139
O 1.4885 -0.4271 2.8104 0.105 -0.041 0.099
O -3.7417 -5.3129 -2.5909 0.025 -0.026 0.159
O 3.2086 -1.6921 4.1580 0.077 -0.025 -0.070
O 4.0567 -3.6913 1.0754 -0.037 0.122 -0.105
O -1.6121 -5.1636 -3.3036 -0.014 -0.206 -0.114
O 0.5546 -1.4734 -2.4123 0.053 -0.044 -0.183
O 0.7956 -2.2584 4.5350 0.051 0.091 0.068
O 2.8023 -1.5786 0.2466 0.488 -0.082 0.095
O 0.1433 -3.4372 -3.3565 0.115 0.055 -0.143
N -1.3266 2.0344 -2.9191 0.331 0.130 0.156
N -3.6046 -2.8678 -1.4302 -0.057 0.012 0.099
N -1.3548 -2.3298 1.7006 0.060 0.043 0.132
N 1.1146 2.7448 1.2046 0.037 -0.139 -0.026
N -3.4439 1.3840 -2.7323 -0.003 -0.047 0.010
N -2.0748 -1.2937 -1.3861 0.018 -0.037 -0.019
N -1.7414 3.2387 -0.0825 -0.102 -0.029 -0.150
N 0.4476 4.8258 1.6354 -0.025 -0.029 -0.032
C 6.0309 -4.6603 0.1523 -0.019 0.070 -0.006
C 4.9216 -3.3474 4.4363 -0.055 0.043 0.002
C -3.4120 -0.4630 -4.4716 0.007 -0.026 -0.004
C -2.5538 -3.3622 -2.1378 0.094 -0.024 -0.019
C -3.2733 -1.6354 -0.9787 -0.023 0.128 0.001
C -0.4210 3.7447 -0.4548 0.112 0.065 0.043
C 0.0197 -1.6090 6.7014 0.025 0.003 -0.041
C -2.8963 0.5839 -3.7184 0.016 0.117 0.067
C 3.6476 -2.7670 5.0185 0.025 0.003 0.022
C 2.8230 3.1239 4.4868 -0.001 0.030 0.007
C 0.4215 3.7575 0.7771 -0.083 0.061 -0.002
C -0.2105 -2.3915 -2.6528 -0.212 0.009 0.040
C -2.3002 -2.3082 2.3886 0.146 -0.111 -0.155
C -2.6550 -4.7420 -2.7159 0.029 0.028 -0.376
C -0.3332 -1.6382 5.2278 -0.115 -0.016 0.041
C -2.5379 -1.0844 -5.3436 0.013 0.047 0.022
C -0.0805 -5.1168 0.1110 0.075 0.007 -0.003
C 2.3884 4.4288 4.7674 -0.022 -0.017 -0.059
C -0.7255 -0.2713 4.7086 0.061 -0.046 -0.041
C 1.2129 4.4529 2.7221 -0.024 -0.015 -0.069
C 1.6317 3.1464 2.4318 0.035 0.129 0.038
C 2.4582 2.4698 3.3251 0.011 -0.063 -0.001
C -1.2008 -0.6705 -5.4579 -0.029 -0.013 0.014
C 3.8398 -2.1901 6.4057 -0.001 -0.025 0.002
C 5.1682 -3.4151 0.1768 0.110 -0.052 0.041
C 5.9093 -2.1930 0.6798 -0.010 0.000 -0.036
C -1.6031 -2.3711 -2.1123 0.099 -0.101 0.054
C -0.7005 0.3729 -4.7043 0.013 -0.044 -0.016
C -1.5666 1.0103 -3.8212 -0.148 -0.127 -0.057
C 1.5772 5.1200 3.8855 0.034 -0.013 0.046
C 1.3329 -5.1337 -0.4358 -0.101 -0.057 0.045
C 1.7764 -3.1093 2.2931 -0.111 -0.256 0.029
C 2.2048 -6.1932 0.2074 0.008 0.066 -0.004
C -4.1664 -0.8169 -0.1141 -0.011 -0.035 -0.018
C -2.6992 3.2032 -1.1825 0.049 -0.036 0.096
C -2.4410 2.2011 -2.2736 -0.223 -0.036 -0.122
H 2.2613 -6.0441 1.2878 0.016 -0.036 0.018
H -4.4286 -3.4230 -1.2554 -0.002 0.016 0.002
H 0.0693 3.1479 -1.2270 0.016 0.024 0.002
H 5.2369 -1.3374 0.7171 0.022 -0.006 0.000
H -1.1612 -2.3266 5.0550 0.017 -0.004 -0.047
H 4.5746 -1.3842 6.3706 0.010 0.000 0.009
H 4.1968 -2.9640 7.0871 0.008 0.008 0.022
H 1.2419 6.1278 4.0945 0.003 0.008 0.011
H 2.9012 -1.7916 6.7894 0.037 -0.018 -0.015
H 4.7664 -3.2184 -0.8208 -0.025 -0.009 0.006
H 6.3041 -2.3852 1.6788 0.022 0.007 0.026
H -5.1756 -0.7590 -0.5311 -0.005 0.045 -0.001
H 5.6915 -2.5746 4.4021 0.027 -0.004 -0.006
H -0.8531 -1.3050 7.2797 -0.014 0.006 0.013
H 4.7529 -3.7114 3.4233 0.001 -0.005 0.011
H 0.3388 -2.5942 7.0441 0.000 0.005 0.011
H 6.8923 -4.4980 -0.4975 0.000 -0.018 0.012
H -4.3319 1.2464 -2.2837 -0.001 -0.016 0.001
H 3.2151 -6.1733 -0.1987 0.024 -0.005 -0.006
H 1.2906 -5.2842 -1.5147 0.007 -0.004 0.009
H -2.8811 -1.9279 -5.9281 -0.005 -0.009 0.000
H -0.5451 4.7619 -0.8375 0.021 -0.002 -0.033
H 3.4565 2.6162 5.2031 0.004 -0.003 0.005
H 6.3896 -4.8852 1.1582 0.015 -0.001 0.011
H -0.0905 -5.0619 1.2010 -0.027 -0.027 0.004
H -0.5408 -1.2121 -6.1222 0.004 -0.002 -0.007
H -4.4328 -0.8048 -4.3547 0.001 -0.009 -0.008
H 2.6940 4.9029 5.6912 0.002 0.006 0.008
H -0.6393 -4.2663 -0.2762 0.013 -0.007 0.003
H 2.7642 1.4554 3.1141 -0.006 -0.010 0.004
H 0.8219 -0.8891 6.8830 -0.031 -0.012 0.018
H -1.6423 0.0203 5.2222 0.002 0.006 0.031
H -2.7306 4.2046 -1.6208 -0.016 0.004 -0.010
H -3.6903 3.0119 -0.7625 0.001 0.005 -0.007
H 2.8677 -3.5325 5.0562 0.001 -0.008 -0.021
H -0.5938 -6.0282 -0.1983 -0.006 -0.003 -0.001
H -0.9335 -0.3007 3.6430 -0.011 -0.005 -0.014
H -3.7498 0.1850 -0.0288 -0.001 0.036 0.008
H 0.3425 0.6541 -4.7490 0.002 0.015 -0.013
H 6.7410 -1.9632 0.0117 0.014 0.012 0.003
H -4.2424 -1.2376 0.8916 0.009 -0.006 -0.020
H 5.4738 -5.5193 -0.2176 -0.019 -0.014 -0.013
H 0.7149 -3.2011 2.0252 -0.020 0.083 0.006
H -1.6127 2.3119 0.3071 -0.153 -0.080 0.033
H 2.0529 -4.0349 2.8040 0.044 0.008 0.010
H -0.6088 -4.1854 -3.4239 -0.087 0.124 0.360
H -0.1095 5.6552 1.5399 0.008 0.008 0.006
H 0.0531 0.4690 4.8972 0.007 0.023 -0.004
H 1.7732 -7.1762 0.0182 -0.021 -0.004 0.009
H 5.2782 -4.1714 5.0566 0.005 -0.002 0.012
```
Forces are in eV/Å.

C36H51AsBrF4N4O3PS4Si2Tl as an isolated structure, computed with ωB97M-V with the def2-TZVPD basis set.

Properties
Charge: +1
Spin multiplicity: 1
LUMO level, hartree: -0.087
Relative energy (zero: lowest compared OMol25 entry of this formula, charge and spin), kJ/mol: 0.0

```
108
Properties=species:S:1:pos:R:3:forces:R:3
Tl -0.2896 0.1204 -0.3761 -0.401 0.483 0.142
Br -1.4622 2.1451 -3.0612 -0.036 -0.161 -0.259
As -2.3438 -1.3308 0.1696 0.316 0.052 0.000
S -0.2894 3.2096 1.8065 0.058 -0.230 0.008
S 0.1762 -1.6512 2.8435 0.134 -0.297 -0.151
S 0.4137 1.9072 -4.1157 -0.095 0.051 0.137
S -1.4652 0.2192 -5.8087 -0.093 -0.043 0.028
P 2.3584 -0.8012 0.2191 0.206 0.009 0.063
Si -3.6932 -1.3488 -1.7983 -0.078 -0.133 -0.051
Si -3.7471 -0.1531 1.6911 -0.044 -0.058 0.010
F 4.9560 0.7303 -0.8039 -0.022 -0.004 0.021
F 5.0092 3.3252 -1.5386 -0.002 -0.008 -0.005
F 0.3691 3.6188 -1.1154 -0.025 -0.053 0.034
F 2.7149 4.7453 -1.6459 -0.026 -0.009 0.001
O 1.0936 0.3237 -6.0437 -0.056 -0.015 -0.045
O 1.1858 -2.6096 2.2646 -0.089 0.038 0.009
O -0.7871 1.7857 1.6278 0.063 0.215 -0.077
N 1.0519 -5.7616 -2.2460 -0.016 -0.003 -0.008
N 0.2803 -4.2111 -0.7261 -0.060 -0.013 -0.158
N 0.5229 -1.2188 -2.4060 -0.007 0.074 -0.019
N 1.0171 -3.5834 -2.8783 -0.089 -0.046 -0.029
C 4.6454 0.5336 3.9946 -0.014 0.008 0.012
C -1.0866 -2.7138 3.6085 -0.024 0.015 0.034
C -1.6374 4.2918 1.2545 -0.006 0.079 0.010
C -1.8544 4.4133 3.6681 0.009 0.000 -0.018
C 5.1351 -0.5418 3.2701 0.005 -0.011 0.006
C 1.3902 1.4893 -0.7691 0.113 -0.038 -0.073
C -2.9319 0.3770 3.2994 0.079 -0.107 -0.006
C 2.8086 0.7144 2.4600 -0.027 0.047 -0.015
C 2.5894 0.7709 -0.6720 -0.022 0.020 -0.031
C 0.7777 -4.4850 -1.9430 0.083 -0.068 0.120
C 2.4078 0.7241 -5.6334 0.000 -0.025 -0.017
C 1.4613 2.8295 -1.0741 0.023 0.049 -0.011
C -0.5519 3.6266 3.5591 -0.024 0.044 0.038
C 3.3161 -2.1025 -0.5952 -0.063 -0.067 0.039
C 3.7999 1.3879 -0.9347 0.005 0.055 -0.007
C -1.9305 5.2562 2.3961 -0.012 -0.043 0.025
C 0.8154 -1.1036 4.4617 -0.100 0.000 0.072
C 0.0049 0.7356 -5.4006 0.077 -0.031 0.006
C 4.6442 -4.2197 -1.8137 0.005 -0.033 -0.008
C 3.2971 -0.3680 1.7285 -0.085 0.077 -0.031
C 3.8504 2.7247 -1.2929 -0.068 -0.022 0.018
C 4.4684 -0.9895 2.1373 0.025 -0.068 0.008
C -0.1592 -1.5823 5.5342 0.029 -0.051 -0.002
C 4.5394 -2.9991 -2.4639 0.005 0.002 -0.016
C -0.6656 -2.9390 5.0544 0.027 -0.013 -0.022
C 3.8741 -1.9440 -1.8599 0.013 0.035 0.035
C -5.0967 -2.5019 -1.3214 0.004 0.031 0.076
C 3.4799 1.1669 3.5831 0.010 -0.015 0.023
C -4.6530 1.2946 0.9353 0.032 0.044 -0.013
C 2.6712 3.4516 -1.3439 0.067 -0.033 0.003
C -4.9846 -1.5005 2.1158 -0.010 0.022 -0.023
C -4.4032 0.2829 -2.3956 0.101 0.053 0.024
C 3.4034 -3.3387 0.0476 0.013 -0.071 0.014
C -2.6892 -2.1643 -3.1360 0.043 -0.003 0.009
C 0.7456 -2.3429 -2.6060 0.051 0.042 0.034
C 4.0729 -4.3904 -0.5599 0.014 0.038 -0.016
H -5.7221 -1.6480 1.3285 -0.018 -0.003 -0.021
H -2.0426 -2.1980 3.5347 -0.036 0.006 0.002
H 3.0975 2.0136 4.1391 -0.002 0.025 0.006
H 1.9021 1.2167 2.1332 -0.018 -0.025 0.011
H 0.8547 -6.5190 -1.6193 0.006 0.006 0.001
H -0.5403 2.6788 4.0956 0.012 -0.009 0.014
H 2.6032 0.3900 -4.6131 0.022 0.009 -0.002
H -3.9829 2.0374 0.5015 0.053 0.001 0.008
H -3.2554 -2.1401 -4.0693 -0.058 -0.041 -0.028
H 2.5302 1.8050 -5.7212 0.018 0.002 0.007
H 5.1738 0.8839 4.8710 0.010 0.006 0.009
H 3.7905 -0.9947 -2.3729 0.000 0.004 -0.015
H -4.7774 -3.2725 -0.6182 0.012 -0.039 -0.026
H 4.1540 -5.3420 -0.0504 0.003 -0.013 0.004
H -1.1148 -3.6074 2.9881 -0.029 0.003 -0.017
H -4.4927 -2.4602 2.2875 0.014 0.008 0.044
H -3.0831 -0.3801 4.0692 -0.034 -0.015 0.041
H -0.9950 -0.8834 5.6198 0.000 0.005 0.013
H 4.8762 -1.8156 1.5712 -0.002 -0.008 -0.012
H 0.9542 -0.0262 4.4371 0.021 0.031 -0.006
H 1.3947 -5.9593 -3.1692 -0.004 -0.005 -0.005
H -4.2400 0.3645 -3.4715 -0.013 0.021 -0.039
H -1.1812 6.0503 2.4241 -0.002 0.014 0.002
H 2.9428 -3.4713 1.0201 0.010 0.016 -0.009
H 4.9802 -2.8666 -3.4429 -0.001 0.000 -0.012
H -2.7015 3.7259 3.7119 -0.010 0.003 -0.014
H 5.1725 -5.0387 -2.2843 0.002 -0.003 -0.005
H 0.1646 -3.2544 -0.4282 0.014 -0.013 0.063
H -5.2445 1.7823 1.7137 -0.038 0.030 0.013
H -1.8717 5.0226 4.5708 -0.009 -0.008 0.008
H -1.7463 -1.6552 -3.3187 0.039 0.059 -0.034
H 0.2386 -4.9155 -0.0118 0.035 0.021 0.042
H -5.9363 -1.9685 -0.8760 -0.018 0.026 0.008
H -1.8703 0.5843 3.1926 0.023 0.012 -0.015
H -5.4658 -3.0033 -2.2181 -0.015 0.002 -0.052
H 0.1440 -3.6708 5.0915 -0.007 -0.010 0.011
H 0.3262 -1.6374 6.5084 0.008 0.004 -0.002
H -2.4809 -3.2079 -2.8903 0.017 -0.008 0.025
H 1.7918 -1.5855 4.5302 0.029 -0.006 -0.001
H 0.3077 4.2211 3.8704 0.009 0.021 -0.008
H -3.9537 1.1570 -1.9279 0.028 0.010 0.038
H -2.9030 5.7290 2.2640 -0.005 -0.002 0.003
H 6.0503 -1.0297 3.5774 0.012 -0.007 0.008
H -5.5214 -1.2313 3.0283 -0.021 0.018 0.018
H -2.4661 3.6023 1.0848 -0.006 0.000 -0.009
H -1.4894 -3.3188 5.6586 -0.004 0.012 -0.008
H -3.4222 1.2901 3.6449 -0.009 0.038 0.007
H -1.3515 4.7602 0.3164 -0.002 0.013 -0.009
H 3.0786 0.2276 -6.3271 0.024 0.020 0.030
H -5.4762 0.3264 -2.2061 -0.039 -0.016 -0.011
H -5.3352 0.9704 0.1509 -0.036 -0.023 -0.026
```
Forces are in eV/Å.